Entry from OMol25: a structure of composition C35H35MoN5O6Si (the ωB97M-V functional and the def2-TZVPD basis).

Values from the calculation:
net charge: 0
energy above the lowest of the compared OMol25 structures with the same formula, charge and spin: 1.094 eV
orbital gap: 5.85 eV

Element x y z (Å)
Mo  -0.187  -0.351  0.213
O  2.806  2.241  2.323
C  2.065  2.710  3.345
C  2.701  3.500  4.300
C  1.983  4.043  5.348
C  0.621  3.788  5.483
C  -0.007  2.966  4.571
C  0.698  2.420  3.498
C  0.039  1.528  2.541
O  0.514  1.438  1.353
N  -1.010  0.832  2.928
N  -1.414  0.035  1.927
C  -2.520  -0.623  2.114
C  -3.116  -1.265  0.991
C  -4.277  -2.043  1.057
C  -4.837  -2.523  -0.104
C  -4.241  -2.199  -1.322
C  -3.080  -1.457  -1.305
N  -2.503  -1.023  -0.187
H  2.220  1.814  1.668
H  3.763  3.681  4.193
H  2.489  4.675  6.067
H  0.061  4.225  6.299
H  -1.057  2.724  4.671
H  -3.005  -0.579  3.081
H  -4.711  -2.250  2.027
H  -5.729  -3.133  -0.082
H  -4.669  -2.519  -2.261
H  -2.581  -1.187  -2.228
O  0.363  -1.316  -4.139
C  -0.149  -2.561  -4.160
C  -0.232  -3.202  -5.397
C  -0.756  -4.474  -5.495
C  -1.221  -5.137  -4.360
C  -1.132  -4.519  -3.131
C  -0.589  -3.236  -3.010
C  -0.476  -2.603  -1.691
O  -0.169  -1.338  -1.631
N  -0.685  -3.296  -0.611
N  -0.476  -2.506  0.486
C  -0.625  -3.090  1.635
C  -0.090  -2.558  2.850
C  -0.382  -3.102  4.108
C  0.264  -2.649  5.235
C  1.274  -1.688  5.112
C  1.600  -1.155  3.886
C  0.873  -1.524  2.743
O  1.104  -0.973  1.581
H  0.400  -1.002  -3.214
H  0.129  -2.671  -6.268
H  -0.804  -4.959  -6.461
H  -1.651  -6.127  -4.440
H  -1.473  -5.009  -2.229
H  -1.045  -4.093  1.625
H  -1.129  -3.886  4.174
H  0.004  -3.045  6.208
H  1.804  -1.354  5.995
H  2.382  -0.413  3.775
C  3.947  1.180  -4.008
Si  3.088  2.175  -2.660
C  1.773  3.289  -3.449
C  4.328  3.235  -1.720
C  2.182  1.064  -1.511
C  1.482  0.378  -0.786
H  4.470  1.837  -4.707
H  3.227  0.587  -4.576
H  4.680  0.491  -3.583
H  2.206  4.007  -4.149
H  1.237  3.852  -2.681
H  1.043  2.686  -3.995
H  4.906  3.873  -2.392
H  5.030  2.612  -1.163
H  3.820  3.880  -0.999
C  -0.855  3.384  -0.488
C  -1.375  2.154  -1.158
C  -2.349  2.280  -2.283
O  -1.024  1.047  -0.773
H  -1.101  4.278  -1.057
H  0.223  3.298  -0.352
H  -1.300  3.456  0.508
H  -3.196  2.896  -1.976
H  -2.704  1.301  -2.598
H  -1.865  2.776  -3.127

Atomic forces in eV per Å
-0.2 -1.1 0.7
0.2 0.1 0.2
-0.1 0.0 -0.2
0.1 0.1 0.1
0.0 -0.1 -0.1
-0.1 0.0 0.1
0.0 0.0 0.1
0.1 0.1 -0.1
-0.2 -0.2 -0.1
-0.2 -0.2 -0.3
0.2 0.3 0.6
-0.7 -0.7 -0.3
0.4 0.5 0.6
-0.3 -0.4 -0.9
0.2 0.3 0.4
0.1 0.0 -0.4
-0.3 0.0 0.2
0.2 0.3 -0.2
-0.2 -0.5 0.4
0.0 -0.1 0.0
0.0 0.0 0.0
0.0 0.0 0.0
0.0 0.0 0.0
0.0 0.0 0.0
0.0 0.1 0.0
0.0 0.0 0.0
0.0 0.0 0.1
0.1 0.0 0.0
0.1 -0.1 0.0
0.1 0.0 -0.3
0.0 0.0 0.1
0.0 0.1 -0.1
0.0 0.0 0.0
-0.1 -0.1 0.0
0.1 0.1 0.0
0.1 0.1 -0.2
0.0 -0.5 0.7
-0.2 0.3 0.1
-0.2 -0.3 -0.6
-0.2 0.0 0.5
0.4 -0.1 -0.4
0.0 0.5 0.2
0.0 -0.1 -0.1
-0.1 -0.1 0.1
0.0 0.0 -0.1
0.1 0.1 0.0
-0.4 -0.2 0.0
1.6 -0.1 0.5
0.0 0.0 0.1
0.0 0.0 0.0
0.0 0.0 0.0
0.0 0.0 0.0
0.0 0.0 0.0
0.1 -0.1 0.0
0.0 0.0 0.0
0.0 0.0 0.0
0.0 0.0 0.0
0.0 0.0 0.0
-0.1 0.1 0.2
-0.1 0.1 -0.1
0.2 -0.1 0.1
-0.1 -0.2 0.0
0.3 0.1 -0.1
0.4 0.0 0.1
0.0 0.0 0.0
0.0 0.0 0.0
0.0 0.0 0.0
0.0 0.0 0.0
0.0 0.0 0.0
0.0 0.0 0.0
0.0 0.0 -0.1
0.0 0.0 0.0
0.0 0.0 0.0
0.1 0.0 0.0
0.2 0.3 0.1
-0.1 -0.2 0.0
-1.1 1.7 -1.5
0.0 0.0 0.0
0.0 0.0 0.0
0.0 0.0 0.0
0.0 0.1 0.0
0.0 0.0 0.0
0.0 0.0 0.0